# 1
This record from the OMol25 dataset describes a gas-phase ion, HN2O2S (charge -1) in a non-equilibrium geometry. The level of theory is ωB97M-V/def2-TZVPD.

Output
charge	-1
gap between HOMO and LUMO	7.412	eV
HOMO energy	-3.27	eV
calculated total energy	-658.6800	a.u.
ΔE to the lowest compared entry with this formula, charge and spin	15.78	kcal/mol
SMILES string	[O-]N(O)N=S
E_LUMO	4.140	eV

Structure (XYZ):
```
6
HN2O2S | the OMol25 dataset | ωB97M-V/def2-TZVPD
N -1.099 0.151 0.162
N -0.041 0.650 0.065
O 1.304 -0.232 -0.068
O 0.279 1.864 0.076
S -1.484 -1.391 0.081
H 1.042 -1.042 -0.315
```

***

# 2
This record from the OMol25 dataset describes a molecular structure, C18H23ClN6S in a non-equilibrium geometry. The level of theory is ωB97M-V/def2-TZVPD.

Output
charge	0
gap between HOMO and LUMO	7.790	eV
HOMO energy	-7.67	eV
calculated total energy	-1886.5197	a.u.
E_LUMO	0.122	eV

Structure (XYZ):
```
49
C18H23ClN6S | the OMol25 dataset | ωB97M-V/def2-TZVPD
Cl 4.946 -4.759 2.096
N 5.785 -5.794 -0.252
N 5.064 -4.006 -1.816
N -0.781 -0.533 -0.971
S 5.742 -5.631 -1.899
C 5.262 -4.779 0.339
C 4.853 -3.805 -0.601
C 0.149 -0.614 -0.071
C -3.092 0.398 -1.049
C -4.078 0.854 -0.179
C -2.762 0.777 1.702
C -1.914 0.025 -0.342
C -1.636 0.294 0.954
C -3.962 1.126 1.197
N -0.295 -0.089 1.083
N 3.918 -2.684 -0.469
N 1.436 -1.174 -0.253
C -5.528 2.944 1.206
C -4.809 1.921 3.439
C -6.383 0.549 1.996
C 3.159 -2.184 -1.631
C 1.640 -2.150 -1.333
C -5.211 1.599 1.984
C 3.164 0.247 0.658
C 3.470 -2.260 0.910
C 2.473 -1.060 0.820
H -3.331 0.239 -2.061
H -5.097 1.037 -0.660
H -2.529 0.854 2.742
H 0.272 -0.134 1.933
H -6.149 3.584 1.810
H -4.586 3.465 0.999
H -6.059 2.722 0.342
H -5.709 2.323 3.998
H -4.065 2.665 3.462
H -4.339 1.324 4.068
H -6.775 0.216 0.995
H -6.063 -0.402 2.531
H -7.294 0.911 2.478
H 3.289 -2.782 -2.552
H 3.531 -1.222 -1.874
H 1.242 -3.138 -1.077
H 0.968 -1.811 -2.182
H 3.465 0.540 -0.349
H 2.537 1.062 1.036
H 4.070 0.181 1.315
H 4.359 -2.118 1.623
H 2.898 -3.015 1.387
H 1.942 -1.084 1.718
```

***

# 3
This record from the OMol25 dataset describes a molecular structure, C4H10O2. The level of theory is ωB97M-V/def2-TZVPD.

Output
charge	0
gap between HOMO and LUMO	11.112	eV
HOMO energy	-10.10	eV
calculated total energy	-308.8479	a.u.
ΔE to the lowest compared entry with this formula, charge and spin	31.55	kcal/mol
E_LUMO	1.016	eV

Structure (XYZ):
```
16
C4H10O2 | the OMol25 dataset | ωB97M-V/def2-TZVPD
C 1.056 1.041 -0.752
C 0.398 -0.207 -0.218
O 0.641 1.132 2.554
C -0.409 -1.101 -1.166
C -1.423 -1.129 -0.022
O -0.800 0.024 0.575
H 1.525 1.604 0.060
H 1.833 0.748 -1.468
H 0.330 1.676 -1.268
H 1.114 -0.781 0.387
H 0.287 1.996 2.310
H 0.039 -2.039 -1.498
H -0.779 -0.529 -2.021
H -1.326 -2.009 0.628
H -2.478 -0.956 -0.251
H -0.007 0.530 2.149
```

***

# 4
This record from the OMol25 dataset describes 6 unconnected molecules or ions with the total composition C29H55ClN2O18PS in a non-equilibrium geometry. The level of theory is ωB97M-V/def2-TZVPD.

Output
charge	+1
gap between HOMO and LUMO	6.561	eV
HOMO energy	-12.12	eV
calculated total energy	-3801.1435	a.u.
ΔE to the lowest compared entry with this formula, charge and spin	66.52	kcal/mol
E_LUMO	-5.557	eV

Structure (XYZ):
```
107
C29H55ClN2O18PS | the OMol25 dataset | ωB97M-V/def2-TZVPD
C -4.478 2.343 4.447
O -4.278 0.914 4.174
C -3.909 0.752 2.768
C -2.666 1.681 2.407
C -1.409 1.537 3.357
O -1.392 0.632 4.431
C -0.281 -0.314 4.347
C -0.039 -0.954 2.900
C 1.333 -0.398 2.215
O 0.199 -2.397 3.081
C -0.169 2.451 3.038
C -0.373 3.361 1.761
Cl 1.067 4.406 1.319
N -1.540 3.414 0.978
N -2.536 2.603 1.327
P -3.975 2.703 0.223
S -4.255 0.999 -0.712
H -3.471 2.758 4.829
H -4.879 2.915 3.544
H -5.238 2.482 5.292
H -3.618 -0.349 2.569
H -4.862 0.940 2.174
H -0.527 -1.160 5.094
H 0.668 0.208 4.720
H -0.921 -0.878 2.180
H 1.161 0.534 1.575
H 2.105 -0.139 3.033
H 1.785 -1.207 1.540
H 0.104 -2.747 2.159
H 0.797 2.437 3.634
H -5.106 2.958 1.059
H -3.734 3.693 -0.780
C -1.090 2.101 7.453
C 0.233 1.363 7.526
O 1.038 1.856 8.600
C 0.689 1.434 9.827
O -0.222 0.685 10.088
O 1.511 2.011 10.716
C 1.188 1.722 12.076
H -0.924 3.180 7.397
H -1.661 1.783 6.578
H -1.697 1.920 8.342
H 0.796 1.534 6.605
H 0.087 0.282 7.619
H 1.117 0.646 12.247
H 0.254 2.218 12.349
H 1.988 2.118 12.702
C 6.961 -1.176 -1.598
C 6.069 -2.023 -2.485
O 5.943 -3.353 -1.968
C 5.108 -3.495 -0.927
O 4.464 -2.616 -0.406
O 5.135 -4.782 -0.545
C 4.361 -5.054 0.623
H 7.927 -1.665 -1.447
H 7.127 -0.193 -2.044
H 6.520 -1.033 -0.609
H 6.519 -2.112 -3.476
H 5.083 -1.567 -2.619
H 3.335 -4.697 0.512
H 4.835 -4.599 1.496
H 4.335 -6.134 0.767
C 0.810 2.481 -1.724
C 0.138 3.494 -2.633
O 1.013 3.896 -3.690
C 1.143 3.017 -4.698
O 0.590 1.946 -4.782
O 2.016 3.523 -5.581
C 2.323 2.641 -6.662
H 1.764 2.868 -1.359
H 0.171 2.247 -0.869
H 1.026 1.552 -2.255
H -0.101 4.395 -2.061
H -0.804 3.110 -3.037
H 1.415 2.294 -7.161
H 2.909 1.795 -6.297
H 2.923 3.194 -7.385
C -1.977 1.029 -5.774
C -2.872 2.235 -5.986
O -2.936 2.591 -7.372
C -3.730 1.820 -8.132
O -4.383 0.878 -7.752
O -3.650 2.260 -9.398
C -4.375 1.464 -10.335
H -0.993 1.201 -6.212
H -1.859 0.819 -4.709
H -2.387 0.139 -6.255
H -2.453 3.097 -5.459
H -3.876 2.068 -5.585
H -5.415 1.337 -10.027
H -3.888 0.493 -10.452
H -4.360 1.979 -11.295
C 1.934 -6.317 -3.281
C 1.028 -5.220 -3.809
O -0.334 -5.445 -3.422
C -0.638 -5.137 -2.153
O 0.122 -4.687 -1.326
O -1.931 -5.441 -1.950
C -2.364 -5.252 -0.604
H 1.564 -7.299 -3.586
H 2.952 -6.190 -3.653
H 1.966 -6.316 -2.189
H 1.051 -5.223 -4.901
H 1.362 -4.230 -3.482
H -2.137 -4.244 -0.252
H -1.901 -6.000 0.043
H -3.445 -5.392 -0.579
```

***

# 5
This record from the OMol25 dataset describes a single C6H7Cl2N molecule in a non-equilibrium geometry. The level of theory is ωB97M-V/def2-TZVPD.

Output
charge	0
gap between HOMO and LUMO	9.480	eV
HOMO energy	-9.51	eV
calculated total energy	-1207.8882	a.u.
ΔE to the lowest compared entry with this formula, charge and spin	40.17	kcal/mol
SMILES string	C[C@@]1(Cl)C=CN=C[C@H]1Cl
E_LUMO	-0.031	eV

Structure (XYZ):
```
16
C6H7Cl2N | the OMol25 dataset | ωB97M-V/def2-TZVPD
C 0.276 -0.491 1.316
C -0.461 -1.607 1.174
C -1.016 -1.283 -1.035
C -0.651 0.131 -1.056
C 0.544 0.412 -0.209
C 0.870 1.769 0.189
N -0.861 -2.046 -0.057
Cl -2.149 0.985 -0.504
Cl 2.052 -0.414 -0.895
H 0.880 -0.087 2.044
H -0.516 -2.367 2.018
H -1.250 -1.946 -1.899
H -0.503 0.566 -2.078
H 1.401 2.369 -0.551
H 1.505 1.733 1.054
H -0.123 2.276 0.490
```

***

# 6
This record from the OMol25 dataset describes a single C4H8O2 molecule in a non-equilibrium geometry. The level of theory is ωB97M-V/def2-TZVPD.

Output
charge	0
gap between HOMO and LUMO	10.820	eV
HOMO energy	-9.94	eV
calculated total energy	-307.6157	a.u.
ΔE to the lowest compared entry with this formula, charge and spin	60.69	kcal/mol
SMILES string	O=CCCCO
E_LUMO	0.879	eV

Structure (XYZ):
```
14
C4H8O2 | the OMol25 dataset | ωB97M-V/def2-TZVPD
O -1.312 -1.234 -1.148
C -0.186 -0.460 -1.486
C -0.143 0.747 -0.566
C -0.287 0.300 1.146
C 1.125 -0.092 1.441
O 1.995 0.210 0.661
H -1.316 -1.195 -0.182
H -0.284 -0.173 -2.544
H 0.753 -1.038 -1.413
H -0.985 1.415 -0.719
H 0.773 1.328 -0.832
H -0.556 1.274 1.551
H -0.975 -0.372 1.772
H 1.397 -0.710 2.319
```

***

# 7
This record from the OMol25 dataset describes 3 unconnected molecules or ions with the total composition C4H8N2O2 in a non-equilibrium geometry. The level of theory is ωB97M-V/def2-TZVPD.

Output
charge	0
gap between HOMO and LUMO	10.558	eV
HOMO energy	-9.67	eV
calculated total energy	-417.0549	a.u.
ΔE to the lowest compared entry with this formula, charge and spin	126.14	kcal/mol
SMILES string	C=NO.NC=O.C#C
E_LUMO	0.891	eV

Structure (XYZ):
```
16
C4H8N2O2 | the OMol25 dataset | ωB97M-V/def2-TZVPD
C 0.894 0.922 1.665
N 0.103 -0.037 1.375
C -0.608 -1.437 -0.679
N 0.405 -2.309 -0.806
C 0.425 2.170 -1.013
C -0.473 1.742 -1.685
O -1.191 0.125 1.817
O -1.665 -1.694 -0.141
H -1.700 -0.552 1.322
H 0.337 -3.193 -0.305
H 1.297 -2.056 -1.210
H 0.645 1.685 2.401
H 1.929 0.777 1.400
H 1.289 2.698 -0.728
H -1.307 1.583 -2.298
H -0.379 -0.424 -1.116
```

***

# 8
This record from the OMol25 dataset describes a molecular structure, C24H22N4O2S2Tc. The level of theory is ωB97M-V/def2-TZVPD.

Output
charge	+2
spin multiplicity	2
gap between HOMO and LUMO (alpha / beta)	5.704 / 5.852	eV
HOMO energy (alpha / beta)	-13.26 / -13.26	eV
calculated total energy	-2173.8511	a.u.
ΔE to the lowest compared entry with this formula, charge and spin	0.62	kcal/mol
expectation value of S²	0.756
E_LUMO (alpha / beta)	-7.556 / -7.406	eV

Structure (XYZ):
```
55
C24H22N4O2S2Tc | the OMol25 dataset | ωB97M-V/def2-TZVPD
Tc -0.341 0.744 -0.180
C 4.938 -4.414 -3.575
C 3.949 -3.713 -2.694
C 3.692 -2.348 -2.849
C 2.792 -1.696 -2.033
C 2.138 -2.435 -1.046
C 2.369 -3.800 -0.865
C 3.277 -4.423 -1.695
S 1.016 -1.660 -0.014
O 1.523 -0.296 0.359
O 0.568 -2.514 1.038
N -0.267 -1.050 -0.899
C -1.640 -1.370 -0.738
C -2.313 -2.562 -0.825
C -3.695 -2.502 -0.687
C -4.330 -1.285 -0.466
C -3.567 -0.138 -0.353
N -2.239 -0.190 -0.479
H 5.349 -3.750 -4.331
H 4.470 -5.263 -4.075
H 5.762 -4.808 -2.976
H 4.214 -1.794 -3.618
H 2.605 -0.637 -2.151
H 1.858 -4.345 -0.083
H 3.478 -5.479 -1.566
H -1.789 -3.489 -1.010
H -4.280 -3.409 -0.764
H -5.405 -1.225 -0.379
H -4.014 0.831 -0.175
N -2.034 3.245 6.211
C -1.435 2.089 5.900
S -1.082 0.875 6.930
C -1.158 1.859 4.452
C -2.160 2.014 3.493
C -1.902 1.666 2.189
N -0.696 1.217 1.789
C 0.293 1.108 2.709
C 0.091 1.404 4.033
H -2.256 3.429 7.178
H -2.106 4.006 5.556
H -3.146 2.363 3.769
H -2.663 1.750 1.428
H 1.248 0.752 2.352
H 0.888 1.266 4.749
C -0.027 4.644 -2.669
C 1.002 4.130 -1.892
C 0.818 2.910 -1.258
C -0.405 2.244 -1.396
C -1.442 2.758 -2.187
C -1.240 3.964 -2.823
H 0.115 5.590 -3.176
H 1.939 4.660 -1.796
H 1.627 2.478 -0.665
H -2.371 2.216 -2.303
H -2.017 4.387 -3.444
```

***

# 9
This record from the OMol25 dataset describes a molecular structure, C29H48Cl2NOsP in a non-equilibrium geometry. The level of theory is ωB97M-V/def2-TZVPD.

Output
charge	-2
spin multiplicity	5
gap between HOMO and LUMO (alpha / beta)	2.040 / 4.077	eV
HOMO energy (alpha / beta)	1.88 / -0.15	eV
calculated total energy	-2540.8958	a.u.
ΔE to the lowest compared entry with this formula, charge and spin	0.00	kcal/mol
expectation value of S²	6.042
E_LUMO (alpha / beta)	3.925 / 3.923	eV

Structure (XYZ):
```
82
C29H48Cl2NOsP | the OMol25 dataset | ωB97M-V/def2-TZVPD
P 0.357 -0.812 -1.495
C 1.683 -0.314 -2.765
C 1.577 -0.859 -4.196
C 2.831 -0.530 -5.015
C 3.246 0.945 -4.946
C 3.182 1.555 -3.539
C 1.880 1.210 -2.810
C -1.178 0.091 -2.131
C -1.358 0.111 -3.646
C -2.719 0.681 -4.030
C -2.971 2.062 -3.406
C -2.607 2.155 -1.918
C -1.255 1.523 -1.580
C -0.033 -2.528 -2.133
C 1.213 -3.412 -1.976
C 0.948 -4.827 -2.515
C -0.321 -5.461 -1.944
C -1.542 -4.543 -2.005
C -1.275 -3.129 -1.457
H 2.589 -0.754 -2.309
H 0.714 -0.412 -4.701
H 1.402 -1.942 -4.211
H 2.639 -0.802 -6.061
H 3.659 -1.163 -4.662
H 4.263 1.045 -5.340
H 2.606 1.532 -5.618
H 4.027 1.186 -2.941
H 3.274 2.644 -3.608
H 1.884 1.633 -1.796
H 1.038 1.672 -3.345
H -2.001 -0.494 -1.688
H -3.507 -0.017 -3.719
H -1.236 -0.891 -4.083
H -0.581 0.760 -4.077
H -2.767 0.762 -5.121
H -4.027 2.327 -3.542
H -2.398 2.817 -3.963
H -2.595 3.206 -1.612
H -3.385 1.656 -1.325
H -1.090 1.528 -0.495
H -0.448 2.130 -2.018
H -0.267 -2.465 -3.214
H 2.060 -2.981 -2.528
H 1.509 -3.439 -0.916
H 0.859 -4.771 -3.611
H 1.819 -5.456 -2.301
H -0.139 -5.742 -0.902
H -0.536 -6.384 -2.490
H -2.380 -4.987 -1.456
H -1.862 -4.447 -3.052
H -2.154 -2.502 -1.666
H -1.141 -3.134 -0.365
Os -0.178 0.035 4.215
Cl -2.403 0.393 4.708
Cl 0.474 -0.835 2.234
C 0.514 1.797 4.260
H 1.226 2.163 5.019
C -0.812 4.580 1.329
C 0.239 4.941 2.196
C 0.703 4.062 3.150
C 0.131 2.763 3.243
C -0.882 2.385 2.338
C -1.385 3.307 1.419
H -1.193 5.292 0.593
H 0.676 5.938 2.119
H 1.494 4.330 3.859
H -1.286 1.367 2.396
H -2.240 3.023 0.805
C 1.365 -0.770 8.058
C 0.164 -0.150 7.341
C -1.120 -0.862 7.734
C 0.027 1.321 7.697
N 0.368 -0.304 5.817
H 1.245 -0.725 9.146
H 2.286 -0.232 7.815
H 1.481 -1.824 7.790
H -1.289 -0.732 8.812
H -1.975 -0.436 7.201
H -1.072 -1.934 7.526
H 0.929 1.882 7.448
H -0.834 1.765 7.193
H -0.136 1.429 8.779
```

***

# 10
This record from the OMol25 dataset describes a single C6H7NS molecule in a non-equilibrium geometry. The level of theory is ωB97M-V/def2-TZVPD.

Output
charge	0
gap between HOMO and LUMO	8.898	eV
HOMO energy	-7.95	eV
calculated total energy	-685.7246	a.u.
ΔE to the lowest compared entry with this formula, charge and spin	28.44	kcal/mol
SMILES string	C=Cn1ccc(S)c1
E_LUMO	0.946	eV

Structure (XYZ):
```
15
C6H7NS | the OMol25 dataset | ωB97M-V/def2-TZVPD
C -0.546 0.323 1.750
C 0.714 -0.312 1.591
C 0.981 -0.439 0.257
C -0.316 0.023 -1.820
C 0.564 -0.181 -2.827
C -1.017 0.419 0.457
H -0.533 0.365 4.069
H 1.353 -0.554 2.397
H 1.849 -0.872 -0.163
H -1.352 0.259 -2.094
H 1.679 -0.341 -2.634
H 0.212 -0.156 -3.867
H -1.957 0.898 0.138
N -0.102 -0.028 -0.456
S -1.527 0.596 3.201
```

***

# 11
This record from the OMol25 dataset describes a gas-phase ion, C2H3N2S (charge +1) in a non-equilibrium geometry. The level of theory is ωB97M-V/def2-TZVPD.

Output
charge	+1
gap between HOMO and LUMO	7.579	eV
HOMO energy	-16.21	eV
calculated total energy	-585.3294	a.u.
ΔE to the lowest compared entry with this formula, charge and spin	0.00	kcal/mol
SMILES string	N#CC[NH+]=S
E_LUMO	-8.631	eV

Structure (XYZ):
```
8
C2H3N2S | the OMol25 dataset | ωB97M-V/def2-TZVPD
C -0.115 -1.029 1.750
C -0.176 -0.303 0.499
N 0.156 -1.583 2.706
N 1.180 0.072 0.169
S 2.426 -0.234 1.080
H -0.614 -0.930 -0.293
H -0.811 0.592 0.587
H 1.277 0.566 -0.724
```

***

# 12
This record from the OMol25 dataset describes 2 unconnected molecules or ions with the total composition C2H8N2 in a non-equilibrium geometry. The level of theory is ωB97M-V/def2-TZVPD.

Output
charge	0
gap between HOMO and LUMO	10.088	eV
HOMO energy	-9.02	eV
calculated total energy	-190.4532	a.u.
ΔE to the lowest compared entry with this formula, charge and spin	28.66	kcal/mol
SMILES string	[H]/N=C/N.C
E_LUMO	1.070	eV

Structure (XYZ):
```
12
C2H8N2 | the OMol25 dataset | ωB97M-V/def2-TZVPD
C 0.388 -5.513 1.953
H 0.950 -4.629 1.693
H -0.636 -5.082 2.313
H 0.385 -5.952 0.950
H 1.087 -6.192 2.380
N -0.553 3.140 -0.630
C -0.083 3.955 -1.672
N -0.313 5.257 -1.522
H -0.242 2.117 -0.716
H -1.066 3.598 0.126
H 0.047 3.481 -2.627
H 0.035 5.821 -2.246
```